Entry 1:
C61H57BBr2ClNO11PS2 | ωB97M-V/def2-TZVPD

**Frontier orbital gap**: 6.414 eV
**Charge**: +1
**Lowest unoccupied orbital energy**: -0.152 Eh
**Highest occupied orbital energy**: -10.55 eV
**Energy**: -272420.494 eV
**Largest force on an atom**: 0.14449 hartree/bohr

XYZ file:
```
137
Properties=species:S:1:pos:R:3:mulliken_charge:R:1
C 3.481 -0.215 -1.262 -0.342
C 3.569 -0.733 -0.056 -0.548
C 3.600 -1.133 1.497 -0.116
C 5.142 -1.324 2.052 -0.437
C 5.030 -2.331 3.286 -1.256
N 6.159 -2.526 4.260 1.874
C 6.238 -1.198 5.021 0.041
C 5.408 -0.021 4.926 -0.954
C 7.441 -2.688 3.434 -0.595
C 8.264 -1.270 3.251 -1.254
C 8.391 -3.938 3.702 0.522
O 8.063 -5.017 2.741 -0.573
S 10.233 -3.691 3.286 1.393
C 10.499 -3.468 1.428 -0.866
O 10.918 -2.639 4.126 -0.639
O 11.009 -4.988 3.605 -0.707
C 8.454 -4.612 5.142 -1.568
C 7.241 -4.141 6.088 1.533
B 7.027 -5.367 7.158 0.020
O 7.506 -6.748 6.987 -0.807
C 6.177 -5.271 8.585 -0.311
C 4.819 -6.160 8.534 -0.806
P 8.070 -2.913 7.347 0.162
O 9.287 -1.969 6.558 -0.388
Cl 9.292 -4.033 8.726 -0.240
C 5.914 -3.596 5.324 -0.506
S 5.004 -2.688 6.749 -0.087
C 4.827 -4.746 4.978 -1.284
Br 2.859 -4.193 5.059 0.035
C 5.161 -5.760 3.748 0.118
C 5.981 -7.102 4.210 -0.721
Br 3.342 -6.494 3.201 -0.081
H 3.143 0.377 -2.202 0.362
H 2.980 -2.088 1.727 0.288
H 3.142 -0.288 2.136 0.368
H 5.528 -0.270 2.230 0.182
H 5.705 -1.804 1.147 0.371
H 4.713 -3.301 2.713 0.265
H 4.026 -1.999 3.787 0.478
H 7.142 -0.921 5.702 -0.021
H 4.251 -0.054 4.995 0.258
H 5.867 1.035 4.777 0.272
H 7.190 -2.895 2.305 0.104
H 8.868 -0.992 4.194 0.238
H 7.603 -0.406 2.862 0.319
H 9.059 -1.349 2.395 0.473
H 8.712 -5.755 2.818 0.739
H 9.430 -3.314 0.996 0.311
H 10.925 -4.426 0.934 0.332
H 11.105 -2.518 1.191 0.371
H 9.470 -4.368 5.670 0.683
H 8.535 -5.761 4.955 0.171
H 7.873 -7.049 7.863 0.275
H 6.036 -4.194 8.953 0.359
H 6.863 -5.791 9.377 0.385
H 3.861 -5.550 8.315 0.261
H 4.705 -6.727 9.533 0.315
H 4.855 -6.984 7.706 0.152
H 9.143 -1.034 6.868 0.392
H 4.293 -3.605 7.505 0.153
H 4.668 -5.524 5.840 0.443
H 5.549 -5.286 2.787 0.374
H 7.107 -7.043 4.006 0.145
H 5.689 -7.397 5.279 0.129
H 5.575 -7.951 3.520 0.488
C -4.958 0.075 -0.649 -0.426
C -5.453 -0.235 0.616 -0.568
C -4.766 -1.126 1.435 -0.557
C -3.585 -1.720 0.985 0.329
C -3.102 -1.428 -0.291 0.161
C -3.784 -0.520 -1.103 -0.713
C -1.879 -2.088 -0.799 0.644
O -1.453 -1.831 -1.913 -0.690
C -1.183 -3.071 0.062 0.106
C -0.061 -3.745 -0.426 -0.495
C 0.607 -4.661 0.382 -0.528
C 0.162 -4.901 1.680 -0.325
C -0.959 -4.236 2.167 -0.846
C -1.640 -3.327 1.354 0.235
C -2.851 -2.652 1.869 0.561
O -3.244 -2.865 3.005 -0.676
H -5.490 0.777 -1.284 0.484
H -6.375 0.220 0.965 0.407
H -5.155 -1.360 2.422 0.458
H -3.407 -0.278 -2.093 0.571
H 0.294 -3.560 -1.436 0.485
H 1.477 -5.188 -0.001 0.456
H 0.688 -5.611 2.313 0.397
H -1.303 -4.432 3.179 0.483
C -8.778 4.273 -7.924 -0.492
C -9.273 3.963 -6.658 -0.480
C -8.585 3.071 -5.840 -0.569
C -7.405 2.478 -6.291 0.152
C -6.922 2.769 -7.567 0.101
C -7.606 3.678 -8.379 -0.546
C -5.699 2.109 -8.076 0.564
O -5.275 2.367 -9.190 -0.676
C -5.004 1.126 -7.216 0.325
C -3.882 0.453 -7.704 -0.551
C -3.214 -0.464 -6.896 -0.545
C -3.658 -0.704 -5.598 -0.430
C -4.779 -0.039 -5.111 -0.721
C -5.460 0.871 -5.923 0.121
C -6.671 1.546 -5.408 0.658
O -7.063 1.332 -4.271 -0.686
H -9.311 4.975 -8.558 0.483
H -10.195 4.418 -6.309 0.429
H -8.974 2.838 -4.853 0.458
H -7.228 3.920 -9.369 0.472
H -3.528 0.637 -8.714 0.462
H -2.344 -0.991 -7.279 0.397
H -3.132 -1.414 -4.965 0.477
H -5.123 -0.234 -4.099 0.582
C -12.064 11.934 -4.034 -0.457
C -12.740 10.853 -4.597 -0.469
C -12.037 9.883 -5.305 -0.496
C -10.654 9.998 -5.463 0.130
C -9.981 11.093 -4.921 0.147
C -10.687 12.055 -4.195 -0.553
C -8.524 11.252 -5.123 0.542
O -7.933 12.207 -4.646 -0.668
C -7.795 10.240 -5.920 0.465
C -6.431 10.407 -6.168 -0.633
C -5.735 9.453 -6.905 -0.451
C -6.396 8.326 -7.389 -0.528
C -7.756 8.160 -7.149 -0.576
C -8.460 9.122 -6.421 0.088
C -9.913 8.953 -6.202 0.532
O -10.494 7.967 -6.630 -0.683
H -12.612 12.685 -3.474 0.393
H -13.816 10.765 -4.482 0.399
H -12.570 9.041 -5.737 0.455
H -10.166 12.903 -3.759 0.459
H -5.908 11.282 -5.791 0.459
H -4.675 9.587 -7.101 0.385
H -5.851 7.578 -7.959 0.447
H -8.267 7.281 -7.533 0.626
```

=====

Entry 2:
C3H6O2S | ωB97M-V/def2-TZVPD

**Frontier orbital gap**: 9.767 eV
**Energy above the lowest of the compared OMol25 structures with the same formula, charge and spin**: 106.52 kJ/mol
**Lowest unoccupied orbital energy**: 0.024 Eh
**Highest occupied orbital energy**: -9.12 eV
**Energy**: -18137.844 eV
**Largest force on an atom**: 0.08321 hartree/bohr

XYZ file:
```
12
Properties=species:S:1:pos:R:3:mulliken_charge:R:1
O 2.421 -0.347 -0.587 -0.585
C 1.325 0.170 -0.438 0.536
O 1.150 1.428 -0.191 -0.346
C 0.043 -0.555 -0.729 -0.460
C -1.150 -0.468 0.272 -0.683
S -1.334 1.027 1.245 -0.192
H 1.932 1.741 0.130 0.298
H 0.127 -1.608 -0.942 0.363
H -0.403 0.086 -1.489 0.235
H -1.887 -0.531 -0.486 0.312
H -1.229 -1.344 0.882 0.404
H -0.996 0.401 2.332 0.117
```

=====

Entry 3:
C39H19MnN9O5 | ωB97M-V/def2-TZVPD

**Frontier orbital gap (alpha / beta)**: 6.947 / 6.155 eV
**Charge**: +2
**Multiplicity**: 2
**Lowest unoccupied orbital energy (alpha / beta)**: -0.286 / -0.287 Eh
**Highest occupied orbital energy (alpha / beta)**: -14.74 / -13.95 eV
**Energy**: -95699.529 eV
**<S²>**: 1.1451
**Largest force on an atom**: 0.01006 hartree/bohr

XYZ file:
```
73
Properties=species:S:1:pos:R:3:mulliken_charge:R:1
Mn -2.073 0.250 -2.546 -0.536
C 4.619 -3.114 -1.358 -0.605
C 4.494 -3.203 0.028 -0.800
C 3.388 -2.677 0.681 -0.320
C 2.439 -2.028 -0.095 0.456
C 1.221 -1.341 0.326 -0.300
N 0.684 -0.739 -0.821 1.533
C 1.231 -1.521 -1.964 0.527
N 0.524 -2.210 -2.763 -0.425
C -0.724 -2.463 -2.193 0.469
C -0.701 -3.617 -1.265 0.261
C -0.047 -4.832 -1.283 -0.703
C -0.169 -5.619 -0.141 -0.583
C -0.875 -5.181 0.980 -0.844
C -1.495 -3.936 1.004 -0.395
C -1.396 -3.170 -0.144 1.230
C -1.888 -1.846 -0.511 -0.795
N -2.109 -0.742 0.074 -0.305
C 0.211 0.586 -0.728 -1.301
N -0.931 0.994 -1.149 1.974
C -1.316 2.231 -0.378 2.070
N -2.003 1.991 0.903 -0.301
C -1.932 1.004 1.669 -0.156
N -1.558 -0.375 1.243 0.632
C -0.385 -0.620 1.881 0.069
N 0.717 -1.299 1.518 -0.516
C -0.458 0.127 3.141 0.826
C 0.367 0.039 4.248 -0.257
C 0.061 0.853 5.333 -0.878
C -1.005 1.746 5.280 -0.528
C -1.802 1.876 4.140 -0.913
C -1.528 1.035 3.090 -0.271
C 0.040 2.693 0.157 -0.229
C 0.414 3.824 0.849 -0.577
C 1.718 3.884 1.338 -1.170
C 2.606 2.824 1.181 -0.981
C 2.210 1.660 0.533 -0.497
C 0.919 1.619 0.035 0.367
N -1.672 -1.621 -1.933 0.042
C 2.569 -1.948 -1.493 -0.173
C 3.639 -2.515 -2.148 -0.962
H 5.493 -3.536 -1.836 0.468
H 5.271 -3.693 0.599 0.505
H 3.274 -2.750 1.754 0.586
H 0.507 -5.171 -2.147 0.589
H 0.290 -6.598 -0.121 0.470
H -0.943 -5.825 1.846 0.463
H -2.041 -3.599 1.875 0.629
H 1.199 -0.652 4.272 0.592
H 0.658 0.793 6.232 0.478
H -1.216 2.365 6.142 0.447
H -2.606 2.598 4.093 0.558
H -0.265 4.647 1.021 0.484
H 2.047 4.777 1.853 0.481
H 3.612 2.910 1.568 0.529
H 2.900 0.835 0.411 0.593
H 3.719 -2.490 -3.226 0.590
O -1.113 5.274 -1.574 -0.516
C -1.395 4.098 -2.109 0.127
C -2.212 3.109 -1.300 -0.595
C -2.929 2.167 -2.227 0.302
N -2.362 1.933 -3.422 -0.363
C -1.199 2.462 -3.753 0.980
C -0.835 3.747 -3.301 -0.989
C -0.248 1.393 -4.300 0.333
O 0.705 1.654 -4.972 -0.575
O -0.578 0.227 -3.777 -0.627
C -4.148 1.367 -1.805 0.516
O -5.010 1.809 -1.104 -0.580
O -3.923 0.118 -2.178 -0.704
H -1.630 5.443 -0.773 0.486
H -2.950 3.621 -0.677 1.034
H -0.074 4.346 -3.781 0.571
```

=====

Entry 4:
C4H10O3 | ωB97M-V/def2-TZVPD

**Frontier orbital gap**: 4.852 eV
**Energy above the lowest of the compared OMol25 structures with the same formula, charge and spin**: 972.16 kJ/mol
**Lowest unoccupied orbital energy**: -0.166 Eh
**Highest occupied orbital energy**: -9.37 eV
**Energy**: -10443.168 eV
**Largest force on an atom**: 0.06031 hartree/bohr

XYZ file:
```
17
Properties=species:S:1:pos:R:3:mulliken_charge:R:1
O 0.948 1.212 1.217 -0.521
C 0.792 -0.149 1.189 -0.080
C 0.622 -0.672 -0.197 -0.776
C -0.746 -0.408 -0.756 0.068
C -1.224 0.879 -0.959 -0.715
O -1.437 -2.072 0.931 -0.616
H 1.616 -0.634 1.742 0.271
H 0.642 -1.760 -0.149 0.336
H 1.336 -0.277 -0.933 0.429
H -1.375 -1.284 -0.780 0.502
H -1.709 -2.241 1.835 0.210
H -2.272 1.040 -1.185 0.323
H -0.592 1.741 -0.798 0.471
H 1.036 1.448 0.237 0.488
H 1.538 1.982 -1.919 0.158
H -0.085 -0.551 1.747 0.153
O 0.910 1.745 -1.224 -0.700
```

=====

Entry 5:
CH3O2 | ωB97M-V/def2-TZVPD

**Frontier orbital gap (alpha / beta)**: 10.438 / 10.438 eV
**Energy above the lowest of the compared OMol25 structures with the same formula, charge and spin**: 432.17 kJ/mol
**Charge**: +1
**Lowest unoccupied orbital energy (alpha / beta)**: -0.319 / -0.319 Eh
**Highest occupied orbital energy (alpha / beta)**: -19.13 / -19.13 eV
**Energy**: -5167.145 eV
**Largest force on an atom**: 0.09015 hartree/bohr

XYZ file:
```
6
Properties=species:S:1:pos:R:3:mulliken_charge:R:1
C 0.905 0.081 0.012 0.159
O -1.566 0.187 -0.073 -0.162
O -0.063 -0.612 -0.041 -0.025
H 1.930 -0.293 0.291 0.304
H 1.058 1.147 -0.077 0.316
H -2.263 -0.510 -0.112 0.408
```

=====

Entry 6:
C5H8N2 | ωB97M-V/def2-TZVPD

**Frontier orbital gap**: 10.322 eV
**Energy above the lowest of the compared OMol25 structures with the same formula, charge and spin**: 111.17 kJ/mol
**Lowest unoccupied orbital energy**: 0.020 Eh
**Highest occupied orbital energy**: -9.79 eV
**Energy**: -8293.844 eV
**Largest force on an atom**: 0.01906 hartree/bohr

XYZ file:
```
15
Properties=species:S:1:pos:R:3:mulliken_charge:R:1
N -3.195 -0.048 -2.148 -0.424
C -2.486 0.246 -1.281 0.192
C -1.491 0.606 -0.314 -0.382
C -1.022 -0.234 0.616 -0.158
C 0.274 0.067 1.306 -0.550
C 1.479 -0.318 0.399 -0.512
N 1.288 0.134 -0.969 -0.521
H -1.024 1.575 -0.455 0.316
H -1.485 -1.210 0.752 0.358
H 0.341 1.139 1.522 0.288
H 0.368 -0.473 2.253 0.341
H 1.673 -1.401 0.474 0.268
H 2.359 0.200 0.798 0.344
H 2.170 0.253 -1.445 0.225
H 0.750 -0.535 -1.509 0.215
```

=====

Entry 7:
C43H67NO11S4 | ωB97M-V/def2-TZVPD

**Frontier orbital gap**: 7.031 eV
**Lowest unoccupied orbital energy**: 0.004 Eh
**Highest occupied orbital energy**: -6.92 eV
**Energy**: -113026.468 eV
**Largest force on an atom**: 0.04532 hartree/bohr

XYZ file:
```
126
Properties=species:S:1:pos:R:3:mulliken_charge:R:1
C -1.962 -0.455 3.822 -1.157
C -2.028 -1.506 2.902 -0.342
C -1.348 -1.415 1.533 -1.903
C -1.244 -2.826 0.839 3.284
C -0.521 -3.815 1.782 -1.983
C 0.589 -3.228 2.638 -0.084
C 1.744 -2.626 2.173 0.505
C 2.694 -2.091 3.030 -1.112
C 2.505 -2.160 4.389 -0.372
C 1.376 -2.782 4.898 -0.891
C 0.452 -3.304 4.021 -0.313
C -2.752 -3.108 0.540 0.750
C -3.356 -4.505 0.898 -1.219
C -4.666 -4.410 1.685 0.750
C -4.989 -5.764 2.372 -1.615
O -4.594 -3.431 2.727 -0.327
C -5.802 -2.712 2.925 -1.479
C -5.994 -1.579 1.934 1.017
C -6.753 -1.763 0.787 -0.066
C -6.939 -0.756 -0.126 -0.864
C -6.375 0.497 0.051 -0.652
C -5.628 0.685 1.202 -0.908
C -5.442 -0.327 2.110 -0.007
C -2.998 -3.017 -0.997 -0.495
O -4.061 -2.941 -1.583 -0.712
N -1.735 -3.101 -1.517 -0.175
C -0.633 -2.667 -0.621 1.001
C 0.493 -3.653 -1.040 -2.072
C -0.329 -1.228 -1.141 -0.831
C 1.001 -0.592 -0.701 -0.538
O 2.137 -1.089 -1.413 -0.388
H -1.236 -0.562 4.641 0.282
H -2.609 0.425 3.792 0.315
H -2.553 -2.424 3.203 0.268
H -0.381 -0.940 1.692 0.605
H -2.017 -0.810 0.894 1.011
H -1.284 -4.177 2.483 0.769
H -0.167 -4.722 1.272 0.388
H 1.921 -2.522 1.106 0.144
H 3.558 -1.609 2.576 0.505
H 3.231 -1.723 5.072 0.381
H 1.198 -2.876 5.967 0.404
H -0.452 -3.786 4.399 0.364
H -3.475 -2.371 0.917 -0.740
H -2.690 -5.188 1.441 0.434
H -3.613 -5.023 -0.038 0.564
H -5.507 -4.128 1.034 0.060
H -4.233 -5.882 3.160 0.389
H -4.967 -6.582 1.645 0.348
H -5.962 -5.653 2.863 0.412
H -5.770 -2.263 3.926 0.463
H -6.652 -3.412 2.859 0.400
H -7.241 -2.716 0.580 0.321
H -7.550 -0.899 -1.018 0.394
H -6.540 1.302 -0.660 0.471
H -5.209 1.680 1.354 0.443
H -4.860 -0.098 3.002 0.498
H -1.597 -2.960 -2.509 0.407
H 0.092 -4.671 -1.026 0.532
H 0.728 -3.430 -2.090 0.393
H 1.422 -3.548 -0.474 0.358
H -0.273 -1.299 -2.238 0.607
H -1.120 -0.504 -0.925 0.240
H 0.939 0.477 -0.963 0.352
H 1.192 -0.621 0.378 0.129
H 2.697 -1.615 -0.833 0.313
O 5.730 -0.139 -1.598 -0.525
S 6.026 -1.240 -2.488 1.034
O 6.311 -2.564 -1.993 -0.716
C 4.730 -1.338 -3.712 -0.473
C 5.201 -0.413 -4.832 -0.476
C 6.695 -0.700 -5.009 -0.625
C 7.325 -0.729 -3.613 -0.700
H 3.782 -1.035 -3.271 0.162
H 4.672 -2.373 -4.051 0.388
H 4.645 -0.582 -5.753 0.480
H 5.059 0.629 -4.539 0.104
H 6.823 -1.672 -5.492 0.318
H 7.176 0.044 -5.637 0.344
H 8.148 -1.437 -3.552 0.366
H 7.663 0.260 -3.307 0.305
O -8.376 0.567 4.237 -0.681
S -7.707 1.838 4.337 1.333
O -6.270 1.943 4.355 -0.693
C -8.356 2.923 3.073 -0.682
C -9.552 3.600 3.734 -0.654
C -9.095 3.964 5.153 -0.592
C -8.387 2.736 5.737 -0.781
H -8.620 2.342 2.191 0.388
H -7.579 3.647 2.827 0.384
H -9.874 4.477 3.175 0.359
H -10.393 2.904 3.785 0.309
H -8.398 4.804 5.105 0.296
H -9.932 4.270 5.780 0.322
H -7.579 3.014 6.408 0.343
H -9.085 2.076 6.249 0.354
O 5.902 5.100 -2.004 -0.628
S 6.611 4.339 -1.000 1.219
O 8.037 4.142 -1.069 -0.717
C 6.187 4.991 0.612 -0.788
C 4.946 4.203 1.020 -0.617
C 5.228 2.747 0.629 -0.604
C 5.794 2.756 -0.795 -0.334
H 6.015 6.063 0.542 0.406
H 7.022 4.787 1.281 0.338
H 4.742 4.304 2.086 0.369
H 4.074 4.570 0.473 0.285
H 5.964 2.321 1.315 0.318
H 4.331 2.131 0.689 0.245
H 6.515 1.960 -0.947 0.212
H 5.004 2.687 -1.540 0.306
O 6.325 2.091 -6.170 -0.510
S 6.031 3.193 -7.057 1.015
O 5.725 2.981 -8.448 -0.709
C 4.748 4.192 -6.315 -0.773
C 5.503 5.201 -5.454 -0.282
C 6.692 5.664 -6.304 -0.712
C 7.341 4.413 -6.909 -0.719
H 4.072 3.557 -5.744 0.403
H 4.207 4.686 -7.122 0.346
H 4.864 6.033 -5.162 0.410
H 5.865 4.720 -4.543 0.095
H 6.336 6.317 -7.104 0.310
H 7.411 6.232 -5.714 0.364
H 7.759 4.606 -7.893 0.374
H 8.108 4.002 -6.254 0.363
```

=====

Entry 8:
C5H14NO | ωB97M-V/def2-TZVPD

**Frontier orbital gap (alpha / beta)**: 2.336 / 8.253 eV
**Energy above the lowest of the compared OMol25 structures with the same formula, charge and spin**: 335.36 kJ/mol
**Multiplicity**: 2
**Lowest unoccupied orbital energy (alpha / beta)**: 0.003 / 0.002 Eh
**Highest occupied orbital energy (alpha / beta)**: -2.25 / -8.21 eV
**Energy**: -8944.638 eV
**<S²>**: 0.7517
**Largest force on an atom**: 0.09102 hartree/bohr

XYZ file:
```
21
Properties=species:S:1:pos:R:3:mulliken_charge:R:1
C -1.025 0.766 -0.988 -1.449
C 0.041 -0.158 -1.713 -0.394
C 0.857 -0.876 -0.676 0.205
C 0.704 -2.188 -0.532 -0.951
C 1.900 -0.146 0.163 -1.202
N -1.538 0.159 0.276 -0.101
H -1.938 1.010 -1.528 0.783
H -0.636 1.784 -0.905 0.151
H -0.432 -0.994 -2.230 0.302
H 0.547 0.465 -2.454 0.409
H 0.096 -2.957 -1.035 0.219
H 1.329 -2.831 0.099 0.271
H 1.535 0.890 0.225 0.254
H 2.826 0.038 -0.401 0.317
H 2.060 -0.433 1.192 0.319
H -1.306 0.767 1.108 0.195
H -1.192 -0.784 0.516 0.400
H -2.568 0.104 0.278 0.378
H 0.307 1.558 2.979 0.358
H -0.951 2.344 2.976 0.323
O -0.617 1.484 2.650 -0.786
```

=====

The lowest energy belongs to which entry?
C61H57BBr2ClNO11PS2